--- A ---
Density functional theory data (ωB97M-V/def2-TZVPD) for a cluster of 9 separate species, C6H29NO9 in total.

```
45
Properties=species:S:1:pos:R:3
C 2.098 2.797 -2.201
C 1.396 1.682 -1.423
C 1.900 1.144 -0.122
C 1.594 1.996 1.230
C 0.147 2.659 1.252
N -0.849 1.523 1.130
C -1.108 0.693 2.230
O -1.792 -0.289 1.973
H 3.167 2.630 -2.285
H 1.668 2.737 -3.222
H 2.018 3.791 -1.705
H 1.494 0.927 -2.180
H 0.292 1.908 -1.326
H 2.912 0.890 0.156
H 1.486 0.104 0.162
H 1.865 1.162 2.050
H 2.162 2.869 1.468
H 0.107 3.239 2.216
H -0.046 3.462 0.359
H -1.025 1.305 0.198
H -0.839 0.935 3.315
O 0.790 -3.000 1.610
H 1.320 -3.588 2.016
H -0.145 -3.307 1.916
O -1.859 -2.698 2.540
H -2.032 -1.847 2.166
H -2.766 -2.894 2.881
O -0.644 0.698 -2.969
H -1.192 -0.149 -2.942
H -0.667 1.004 -2.014
O -0.280 -2.140 -2.992
H 0.506 -2.570 -2.855
H -0.909 -2.778 -3.161
O 1.528 -2.326 -0.933
H 1.131 -3.064 -0.282
H 1.606 -1.608 -0.371
O -1.747 -1.600 -0.527
H -1.425 -1.735 0.393
H -1.039 -1.800 -1.168
O 2.081 -0.964 3.659
H 2.718 -0.756 2.944
H 1.302 -0.877 3.269
O -2.897 2.194 -3.564
H -1.966 2.219 -3.332
H -3.349 2.302 -2.742
```

Output
**E_LUMO**: 0.37 eV
**Orbital gap**: 10.505 eV
**HOMO energy**: -10.13 eV

Atomic partial charges in e from the Löwdin method, atoms 1 to 6: -0.08, -0.29, -0.18, -0.17, -0.17, 0.05

--- B ---
Density functional theory data (ωB97M-V/def2-TZVPD) for a cluster of 8 separate species, C6H29NO9 in total.

```
45
Properties=species:S:1:pos:R:3
C 0.512 2.297 1.217
O 1.165 1.031 0.946
C 1.618 0.862 -0.359
C 2.404 -0.469 -0.492
N 3.676 -0.466 0.282
C 4.216 -1.793 0.659
C 4.546 -2.630 -0.593
O 4.736 -3.952 -0.122
C 3.462 -4.601 -0.019
H 0.137 2.399 2.236
H -0.392 2.372 0.614
H 1.236 3.071 0.963
H 2.281 1.666 -0.676
H 0.816 0.915 -1.095
H 2.566 -0.616 -1.560
H 1.769 -1.332 -0.289
H 3.611 0.162 1.071
H 3.517 -2.292 1.330
H 5.123 -1.840 1.262
H 5.453 -2.208 -1.027
H 3.821 -2.550 -1.403
H 2.706 -3.902 0.338
H 3.532 -5.515 0.572
H 3.155 -4.752 -1.053
O -6.422 0.130 1.450
H -6.929 0.847 1.831
H -5.510 0.406 1.541
O -1.357 2.911 -2.419
H -1.654 2.433 -3.194
H -0.841 3.637 -2.768
O -3.811 2.306 1.176
H -4.210 2.947 1.764
H -3.381 2.832 0.502
O -1.253 -1.558 -1.868
H -1.726 -2.388 -1.803
H -1.837 -0.917 -1.465
O -2.809 4.073 -0.548
H -3.271 4.778 -1.003
H -2.392 3.570 -1.248
O -3.490 -1.205 2.295
H -3.420 -2.144 2.122
H -3.176 -0.789 1.492
O -2.749 0.375 -0.293
H -3.202 0.871 0.389
H -2.225 1.029 -0.756
```

Output
**E_LUMO**: -0.28 eV
**Orbital gap**: 8.070 eV
**HOMO energy**: -8.35 eV

Atomic partial charges in e from the Löwdin method, atoms 1 to 6: -0.06, -0.19, -0.25, -0.19, -0.05, -0.20

Relative energies in eV: A 1.037; B 0.000